{"formula": "C23H21Cl2F5N5OSeSr", "method": "wB97M-V/def2-TZVPD", "species": ["Sr", "C", "C", "C", "C", "C", "N", "C", "O", "N", "C", "C", "C", "C", "N", "C", "C", "C", "H", "H", "H", "H", "H", "H", "H", "H", "H", "H", "H", "H", "H", "F", "C", "C", "F", "C", "F", "C", "Se", "C", "F", "C", "F", "Cl", "C", "Cl", "H", "H", "C", "N", "C", "C", "N", "H", "H", "H", "H", "H", "H"], "positions_angstrom": [[-1.749533, -0.620429, -1.109066], [3.314771, 4.427090, 1.010082], [3.842437, 3.018479, 0.858698], [3.096482, 1.916267, 1.260517], [3.579506, 0.615644, 1.136850], [4.830899, 0.398945, 0.579803], [5.421572, -0.890430, 0.414062], [4.884840, -2.151532, 0.407968], [5.548447, -3.143856, 0.606161], [3.506834, -2.261174, 0.168206], [2.755862, -1.620612, -0.819184], [3.275120, -0.725949, -1.752044], [2.434811, -0.162098, -2.693421], [1.094353, -0.487898, -2.678884], [0.577258, -1.323562, -1.768878], [1.394237, -1.876944, -0.867221], [5.592351, 1.490165, 0.173780], [5.104828, 2.777925, 0.318479], [2.405108, 4.444300, 1.611531], [3.081962, 4.869689, 0.037723], [4.049800, 5.074462, 1.491656], [2.112301, 2.058270, 1.690703], [2.980362, -0.206617, 1.509336], [6.427468, -0.922910, 0.454191], [3.160800, -3.148540, 0.495337], [4.328963, -0.482635, -1.750786], [2.819917, 0.531167, -3.431379], [0.415743, -0.082219, -3.422687], [0.950045, -2.551162, -0.140933], [6.578711, 1.328164, -0.253303], [5.721216, 3.613877, 0.000445], [-2.731195, -3.084266, 5.197546], [-2.256603, -2.239091, 4.288935], [-1.062726, -1.578996, 4.502813], [-0.388923, -1.806856, 5.624244], [-0.574838, -0.702193, 3.551201], [0.590420, -0.111786, 3.821457], [-1.255489, -0.444131, 2.368601], [-0.642576, 0.798036, 1.041403], [-2.431005, -1.148264, 2.191444], [-3.111689, -1.042777, 1.002202], [-2.941725, -2.033314, 3.114419], [-4.073540, -2.702715, 2.876476], [-2.708981, 1.965474, -2.853482], [-1.618402, 3.266472, -2.245756], [-0.046086, 2.622062, -1.799166], [-2.077877, 3.700121, -1.370886], [-1.491859, 3.983330, -3.042201], [-7.190095, -0.882100, -3.230322], [-6.486970, -1.243184, -1.983827], [-7.284887, -1.587453, -0.790774], [-5.185799, -1.152596, -1.899842], [-4.028985, -1.080078, -1.796110], [-7.818234, -0.010952, -3.054637], [-7.808564, -1.718522, -3.550679], [-6.466626, -0.655136, -4.006894], [-7.933312, -0.753060, -0.535587], [-6.623632, -1.796410, 0.043872], [-7.887284, -2.467486, -1.002208]], "forces_ev_per_a": [[0.167, 0.140, -0.418], [0.025, -0.126, -0.034], [-0.057, 0.058, 0.020], [0.041, -0.080, -0.034], [-0.090, 0.100, 0.153], [0.159, -0.310, 0.037], [-0.188, 0.072, -0.036], [0.076, 0.176, -0.046], [-0.048, 0.088, 0.084], [-0.154, 0.253, -0.182], [0.299, -0.163, 0.338], [0.195, 0.039, -0.118], [0.106, 0.054, 0.006], [-0.099, -0.200, 0.094], [0.377, -0.263, -0.198], [-0.303, 0.143, -0.222], [0.055, 0.117, -0.096], [0.053, 0.057, -0.047], [0.043, -0.028, -0.025], [0.019, -0.038, 0.028], [-0.014, -0.043, -0.013], [0.015, 0.000, 0.028], [0.048, 0.075, -0.060], [0.076, 0.013, 0.070], [-0.029, -0.117, -0.102], [-0.072, -0.041, -0.028], [-0.015, -0.082, 0.045], [-0.007, 0.039, 0.054], [-0.021, 0.043, -0.002], [-0.099, 0.018, 0.034], [-0.041, -0.067, 0.042], [0.020, 0.006, -0.016], [-0.034, -0.197, 0.307], [0.074, -0.043, 0.123], [0.010, 0.064, -0.041], [0.136, 0.078, 0.163], [-0.054, 0.099, -0.176], [0.010, 0.190, -0.385], [0.397, 0.384, 0.919], [0.093, -0.196, 0.113], [-0.108, -0.014, 0.067], [-0.327, -0.091, -0.175], [0.022, 0.070, -0.059], [0.191, 0.115, 0.169], [-0.024, -0.223, -0.040], [0.063, -0.040, -0.033], [-0.118, 0.010, 0.103], [-0.046, 0.059, -0.130], [0.138, -0.119, 0.306], [0.249, 0.045, -0.050], [0.177, 0.067, -0.276], [-0.266, -0.012, 0.091], [-1.111, -0.207, -0.375], [-0.022, 0.039, 0.007], [-0.002, -0.019, 0.008], [0.041, -0.002, -0.003], [-0.048, 0.065, 0.018], [0.051, -0.011, 0.015], [-0.027, -0.046, -0.020]], "lowdin_charge": [1.183, -0.045, -0.271, -0.039, -0.023, -0.258, 0.140, -0.516, 0.096, 0.139, -0.214, 0.027, -0.028, -0.200, -0.123, -0.092, -0.026, -0.038, 0.076, 0.079, 0.082, 0.075, 0.111, 0.154, 0.153, 0.123, 0.122, 0.101, 0.127, 0.118, 0.119, 0.145, -0.139, -0.138, 0.146, -0.248, 0.095, -0.526, 0.528, -0.250, -0.081, -0.149, 0.123, 0.498, -0.924, 0.550, 0.040, 0.037, -0.005, -0.176, 0.000, -0.253, -0.003, 0.096, 0.097, 0.096, 0.097, 0.095, 0.098], "charge": 1, "e_tot_ev": -138500.52651, "e_lumo_ev": -2.6920, "homo_lumo_gap_ev": 7.59, "e_homo_ev": -10.28}